[1]
Molecular formula: C30H32BrHoN6O6PS5Sb
Method: DFT, ωB97M-V/def2-TZVPD

```
83
C30H32BrHoN6O6PS5Sb | the Open Molecules 2025 dataset | ωB97M-V/def2-TZVPD
C 8.118 11.954 14.560
H 12.939 7.569 7.348
H 18.332 16.776 13.277
H 7.305 10.937 11.555
C 16.876 14.953 11.353
N 10.860 12.098 14.028
C 6.615 11.891 14.825
H 13.960 7.046 15.042
C 8.696 13.170 14.173
C 13.387 9.001 14.239
C 17.027 15.077 12.726
N 12.944 8.897 10.974
C 13.164 7.835 14.951
H 9.310 12.657 7.176
C 7.990 10.730 10.723
H 13.863 15.568 13.912
H 9.946 8.386 15.595
C 12.151 16.867 13.725
N 12.495 10.031 14.203
Sb 15.909 12.128 16.526
H 14.883 8.907 8.213
P 11.001 12.729 9.268
H 19.093 15.182 13.058
C 15.042 13.888 9.895
H 15.856 14.189 14.229
H 8.050 14.043 14.063
H 10.398 14.896 6.243
S 13.937 13.243 15.694
C 10.923 8.615 15.230
H 10.172 17.809 13.275
N 12.112 14.550 13.809
O 6.243 10.821 15.343
H 8.531 10.015 15.273
S 17.517 13.834 16.349
H 9.031 15.750 6.925
Ho 13.356 12.330 13.255
C 10.758 16.906 13.530
H 14.745 9.882 10.423
H 8.730 12.693 10.838
O 10.080 11.511 9.712
S 11.827 13.595 10.869
H 17.538 15.324 10.611
C 18.205 15.702 13.431
C 15.630 14.322 11.176
N 15.050 14.042 12.349
C 13.946 8.748 8.802
C 11.800 7.700 9.202
C 12.873 7.954 8.374
H 14.317 9.291 13.826
Br 10.581 7.691 11.789
S 16.386 10.813 14.445
H 9.035 15.718 13.423
C 13.925 9.218 10.038
O 14.768 10.888 12.400
C 10.098 13.235 13.910
C 11.280 9.839 14.671
H 7.431 10.920 9.765
H 15.318 12.893 9.533
C 11.901 7.640 15.417
C 10.284 10.968 14.443
C 9.131 13.639 7.595
H 8.256 9.632 10.781
H 8.788 14.510 5.632
O 5.961 12.895 14.509
O 15.721 11.698 13.113
H 15.329 14.549 9.054
N 15.980 14.461 13.272
C 11.994 8.159 10.552
H 11.623 6.700 15.873
H 12.743 17.805 13.717
C 10.082 15.707 13.516
H 8.105 13.647 7.988
H 9.729 11.486 11.791
C 12.814 15.666 13.760
C 8.955 10.876 14.821
C 10.788 14.527 13.750
H 13.958 13.813 9.981
H 18.196 15.525 14.516
S 12.090 12.081 7.797
C 9.342 14.737 6.535
C 9.158 11.682 10.840
O 9.967 13.887 8.757
H 11.077 6.962 8.956
```

gap between HOMO and LUMO (spin up / spin down) = 6.134 / 6.137 eV
net charge = -2
spin multiplicity = 5
E_HOMO (spin up / spin down) = -2.3765 / -2.3749 eV
relative energy (zero: lowest compared OMol25 entry of this formula, charge and spin) = 0.751 eV
electronic energy = -218706.8328 eV



[2]
Molecular formula: C30H32BrN4O3Ru
Method: DFT, ωB97M-V/def2-TZVPD

```
71
C30H32BrN4O3Ru | the Open Molecules 2025 dataset | ωB97M-V/def2-TZVPD
C -2.851 -2.476 -4.262
C 2.739 1.044 -2.878
C -1.288 -2.528 1.149
C -2.633 -3.183 -3.102
H 2.230 6.228 1.887
H -4.151 -1.772 0.966
C 0.569 -1.792 -0.357
H 4.647 1.970 -1.186
C 2.645 -3.097 -0.242
H 1.258 6.156 3.353
H 3.037 3.212 -2.658
C -2.808 -1.087 -4.261
H -4.496 1.578 2.649
C 1.240 5.988 2.274
H 0.365 -4.386 1.866
H -4.656 0.728 1.076
C -0.883 2.852 1.796
C 2.721 2.350 -2.067
C 2.109 -3.963 0.700
H 2.839 3.921 1.510
H 3.888 -5.172 0.759
H -2.983 -0.537 -5.176
H -1.633 -3.383 1.735
H -1.216 4.850 2.420
H 3.720 0.312 -0.020
C 1.942 -2.001 -0.790
Br -3.209 -3.402 -5.888
C -0.472 4.140 2.068
H -2.763 2.875 2.908
Ru -1.903 -0.007 -0.197
H 3.739 3.204 -0.325
H 2.306 1.189 -3.872
N -2.769 1.426 1.457
O -3.644 0.301 -0.721
C -2.358 -2.492 -1.919
H 3.665 -3.259 -0.583
C -3.392 -1.631 1.739
H 3.100 -4.988 2.324
C 0.063 1.886 1.351
N 2.048 0.033 -2.130
C -4.020 0.883 1.949
N 3.250 1.204 0.096
H 2.135 0.281 1.478
O -0.113 -0.853 -0.939
H 1.697 2.543 -1.738
C -3.736 -0.448 2.638
H -4.618 -0.734 3.216
H -2.658 -4.265 -3.107
H 2.409 -6.060 1.114
C 0.814 -3.732 1.125
H 3.778 0.730 -3.022
C -2.230 2.383 2.084
C 1.420 2.317 1.271
H 1.068 0.157 -1.885
O -0.212 0.679 1.040
H 0.534 6.701 1.847
H -2.163 -3.091 -1.040
N -2.093 -1.533 1.067
C -2.564 -0.418 -3.076
C 0.855 4.574 1.937
C 0.043 -2.660 0.617
C 3.650 2.259 -0.850
C 2.301 1.227 0.969
C 2.919 -5.105 1.254
H -2.920 -0.309 3.355
C 2.585 -1.138 -1.700
C -2.339 -1.106 -1.877
C 1.792 3.637 1.553
H -3.365 -2.515 2.383
H 3.595 -1.361 -2.032
H -2.575 0.665 -3.083
```

gap between HOMO and LUMO (spin up / spin down) = 4.656 / 6.067 eV
spin multiplicity = 2
E_HOMO (spin up / spin down) = -5.4192 / -6.8257 eV
relative energy (zero: lowest compared OMol25 entry of this formula, charge and spin) = 1.036 eV
electronic energy = -116352.3434 eV



[3]
Molecular formula: C30H32CoIN6O4
Method: DFT, ωB97M-V/def2-TZVPD

```
74
C30H32CoIN6O4 | the Open Molecules 2025 dataset | ωB97M-V/def2-TZVPD
C -0.807 -3.298 0.121
C -1.924 -1.354 -3.417
C -3.371 3.687 -1.009
C -0.705 -1.450 3.775
N -1.814 -0.347 2.199
H 3.984 1.917 1.323
H -3.392 3.496 -2.081
N 8.933 0.959 3.844
H -0.275 -2.763 -5.047
C 4.628 1.133 1.695
C -2.685 -1.103 2.846
H 0.547 4.998 0.095
C 2.981 -0.467 0.877
H -0.740 3.365 2.573
C -0.173 2.043 1.113
C -0.440 -1.049 -3.692
C 0.423 4.657 -0.933
H 0.279 -3.054 -3.376
C 6.225 -0.921 2.660
H 0.174 -0.046 2.398
H -1.134 4.307 -2.375
H 0.151 -1.750 4.354
C 0.254 -2.329 -4.192
H -0.780 -0.288 -5.722
H -3.409 -5.427 0.804
C 4.192 -0.202 1.548
Co 0.249 -0.613 -0.719
H -3.986 1.692 -0.440
C -1.370 -6.061 0.573
C -2.389 -5.109 0.609
C 5.831 1.431 2.287
H 0.936 5.367 -1.585
C -1.829 3.882 0.931
N -0.477 1.523 -0.087
H -2.367 -0.469 -2.961
C 6.661 0.408 2.778
H 0.723 -6.363 0.237
H 4.702 -2.246 1.969
O -2.482 4.761 1.474
H -0.893 0.923 -4.413
N -0.632 -0.573 2.762
N -0.565 -2.016 -0.073
H -3.690 4.715 -0.827
H 1.283 -2.103 -4.481
C -1.918 3.547 -0.537
H 6.855 -1.710 3.054
C -1.386 2.137 -0.891
C -0.351 0.046 -4.770
H -3.726 -1.120 2.570
C 5.024 -1.217 2.060
H -2.925 -3.039 0.416
C 1.977 -0.604 0.186
H 0.913 3.688 -1.031
H 0.695 0.320 -4.922
H -5.332 2.818 -0.683
H -1.514 5.559 -1.181
O 0.180 -0.599 -2.554
H -1.580 -7.109 0.754
C -4.316 2.721 -0.295
O -1.776 1.658 -1.942
C -2.029 -1.821 3.856
H 1.222 -3.971 -0.148
C -0.075 -5.628 0.292
C -2.128 -3.773 0.395
H -2.001 -2.183 -2.709
O 0.692 1.629 1.886
N -0.906 3.154 1.601
H 6.159 2.458 2.387
C 0.212 -4.297 0.071
C 7.912 0.712 3.368
H -4.338 2.931 0.776
H -2.459 -1.608 -4.339
I -2.857 -3.137 5.237
C -1.054 4.575 -1.319
```

gap between HOMO and LUMO (spin up / spin down) = 5.005 / 4.963 eV
net charge = -2
spin multiplicity = 5
E_HOMO (spin up / spin down) = -1.4083 / -1.3658 eV
electronic energy = -94487.8686 eV